#P
Computed, not measured: 2 unconnected molecules or ions with the total composition C2H5IO, with the ωB97M-V functional and the def2-TZVPD basis.

Element x y z (Å)
C (0.4988, 0.9311, -0.4071)
C (-0.5178, 0.2889, 0.4231)
O (-0.0047, -2.2067, -0.0596)
I (-2.4463, 0.0543, -0.2121)
H (0.3128, 2.0109, -0.4536)
H (1.4900, 0.7716, 0.0125)
H (0.4647, 0.5619, -1.4309)
H (-0.3506, 0.0782, 1.4642)
H (0.5532, -2.4901, 0.6635)

Results
LUMO level (alpha / beta) (eV): -1.55 / -1.55
HOMO energy (alpha / beta) (hartree): -0.3167 / -0.3168
Orbital gap (alpha / beta) (eV): 7.064 / 7.066

=====

#Q
Computed, not measured: C2H5IO in the gas phase, with the ωB97M-V functional and the def2-TZVPD basis.

Element x y z (Å)
C (-0.1073, 0.3046, 0.6146)
C (0.2298, -0.8236, -0.3166)
O (0.2646, -0.8127, -1.7458)
I (-0.9918, -2.6722, 0.2210)
H (-1.1334, 0.7105, 0.3246)
H (-0.1644, 0.0570, 1.6849)
H (0.6105, 1.0324, 0.4190)
H (1.1874, -1.2883, 0.1433)
H (-0.6284, -0.9151, -2.0024)

Results
LUMO level (eV): 0.36
Structure (SMILES): C[C@H](O)I
HOMO energy (hartree): -0.3456
Orbital gap (eV): 9.762

=====

Of the structures shown above, #Q is the most stable.